No. 1
{
  "formula": "C5H35NO14",
  "method": "wB97M-V/def2-TZVPD",
  "e_homo_ha": -0.324,
  "gap_ha": 0.313,
  "largest_force_ev_per_a": 4.507,
  "charge": 0,
  "relative_energy_kcal_mol": 109.4,
  "symbols": ["O", "O", "O", "O", "O", "O", "O", "O", "O", "O", "O", "O", "O", "O", "N", "C", "C", "C", "C", "C", "H", "H", "H", "H", "H", "H", "H", "H", "H", "H", "H", "H", "H", "H", "H", "H", "H", "H", "H", "H", "H", "H", "H", "H", "H", "H", "H", "H", "H", "H", "H", "H", "H", "H", "H"],
  "xyz": [[0.7309, -3.5978, -2.2030], [-3.4203, 3.1558, 1.2561], [3.2915, -1.7223, -2.3394], [-0.2747, 4.0217, -0.2792], [-1.9747, 0.6027, -2.8062], [1.7787, 0.2923, -2.7103], [3.4778, 0.4641, -0.4296], [-2.4758, -3.2009, -1.4780], [-3.6143, 1.7069, -0.9015], [2.7643, -2.0124, 1.7759], [-0.4056, -0.8185, 4.1258], [0.2773, -3.4521, 0.6053], [-0.9150, -1.3127, -2.5696], [-3.5162, 0.4370, 2.9926], [1.7933, 0.9872, 1.8172], [-1.2030, 0.1416, -0.5283], [-1.3122, -0.2976, -2.0236], [1.9748, 2.4412, 1.6508], [0.3992, 0.4800, 1.4226], [0.2182, 0.2457, -0.0536], [0.0666, -2.9567, -2.4370], [-2.1896, 0.2759, -3.6914], [0.6188, 1.0969, -0.5920], [-3.4398, 1.2360, -1.7254], [-3.8411, 2.2792, 1.2394], [1.5889, -3.1321, -2.2364], [0.4346, -0.3275, 2.2621], [-1.9194, -3.2117, -0.6850], [2.2710, 0.6029, -3.5054], [0.4377, -0.3959, 4.3331], [-0.2048, 1.2929, 1.9045], [1.0571, -0.1986, -3.1011], [1.9037, 2.8785, 0.6179], [1.1641, -3.1871, 0.3426], [-2.0526, -2.6952, -2.2077], [3.7553, 1.3773, -0.4152], [2.8915, 0.3576, -1.2009], [-0.4044, 3.8298, -1.2036], [-1.7165, -0.5999, 0.0492], [-1.6130, 1.1506, -0.5063], [3.0537, 2.5584, 1.7711], [0.7754, -0.6626, -0.4469], [0.0871, -4.3825, 0.4836], [-0.4199, -1.6677, 3.7069], [-3.4522, 3.5499, 0.3827], [2.0249, -2.5794, 2.0181], [-3.3825, -0.4727, 3.2269], [4.0066, -1.5989, -1.6662], [-1.0360, 4.0064, 0.3078], [1.3107, 3.0470, 2.2896], [-2.7511, 1.0154, 3.2074], [2.4952, -1.1812, 1.3263], [2.5968, -1.2898, -1.8192], [-4.1084, 0.9433, -0.5342], [2.3970, 0.4793, 1.1810]],
  "mulliken_charge": [-0.677, -0.623, -0.688, -0.594, -0.506, -0.491, -0.684, -0.636, -0.644, -0.715, -0.645, -0.593, -0.798, -0.623, -0.200, -0.319, 0.289, -0.991, -0.875, 0.767, 0.475, 0.395, 0.475, 0.251, 0.334, 0.292, -0.341, 0.303, 0.233, 0.328, 0.408, 0.238, 0.269, 0.294, 0.362, 0.279, 0.298, 0.279, 0.413, 0.592, 0.450, -0.270, 0.287, 0.304, 0.291, 0.278, 0.286, 0.326, 0.293, 0.299, 0.322, 0.387, 0.310, 0.326, 0.181]
}

No. 2
{
  "formula": "C5H36N2O12",
  "method": "wB97M-V/def2-TZVPD",
  "e_homo_ha": -0.313,
  "smiles": "CN[C@H](CN)CCO.O.O.O.O.O.O.O.O.O.O.O",
  "gap_ha": 0.314,
  "largest_force_ev_per_a": 2.800,
  "charge": 0,
  "relative_energy_kcal_mol": 96.5,
  "symbols": ["O", "O", "O", "O", "O", "O", "O", "O", "O", "O", "O", "O", "N", "N", "C", "C", "C", "C", "C", "H", "H", "H", "H", "H", "H", "H", "H", "H", "H", "H", "H", "H", "H", "H", "H", "H", "H", "H", "H", "H", "H", "H", "H", "H", "H", "H", "H", "H", "H", "H", "H", "H", "H", "H", "H"],
  "xyz": [[-1.6387, -3.2615, -1.6132], [-0.8602, 0.6709, 3.7605], [-3.9622, 0.1488, 0.6938], [-0.5025, -2.8287, 3.8404], [3.7996, 0.1230, -0.7473], [0.6410, -3.6843, 0.7488], [-3.0669, 2.0499, 2.7099], [-1.2424, 0.3082, -3.6319], [0.6671, -1.7112, -2.5459], [1.8898, 0.4960, -3.4882], [1.2178, 3.3430, -1.9519], [3.7121, -1.7538, 1.3907], [1.0586, 1.1861, 0.0350], [-1.0079, -1.0522, 1.1006], [-0.4300, 1.2655, 0.0886], [-0.9158, 2.2706, -0.9381], [1.8220, 1.2492, 1.2446], [0.0650, 3.4758, -1.0948], [-1.1393, -0.1332, -0.0594], [-3.3314, 2.0165, 1.7595], [2.9674, -0.3522, -0.6612], [-0.1283, -1.5826, 0.9908], [0.0334, -2.2915, -2.0860], [4.4588, -1.6528, 1.9858], [-3.3939, 0.3029, 1.5120], [-2.2510, -2.7456, -1.0859], [-2.2024, 0.0871, -0.2105], [1.1793, 0.3807, -0.5427], [0.2402, -2.9792, 3.2778], [-2.0779, -3.6679, -2.3622], [-4.2243, -0.7871, 0.7709], [-0.7155, 0.6325, -4.3765], [-0.9865, -0.6357, -1.0407], [-0.3661, 4.3322, -1.6208], [1.7407, 2.5006, -1.9185], [-1.2975, 0.2350, 4.4723], [-0.9670, -2.0974, 3.4556], [-3.2958, 2.9075, 3.0504], [-1.9749, 2.7438, -0.6159], [-0.9305, 1.7012, -1.8692], [1.4278, -2.3593, -2.4798], [-0.6506, 1.7909, 1.1304], [-0.9890, -0.6772, 2.0399], [-0.7204, 0.3200, -2.8375], [3.5442, 0.9748, -1.1817], [-1.4133, 1.3434, 3.3688], [0.0832, -4.1557, 0.1367], [1.5841, 0.0963, -4.3086], [0.4453, 3.8328, -0.1132], [1.0344, -4.2801, 1.3932], [3.5195, -0.8501, 1.1823], [1.4373, 1.9284, 1.9728], [1.9931, 0.2822, 1.7105], [2.7739, 1.7316, 1.1742], [1.5842, -0.1367, -2.8249]],
  "mulliken_charge": [-0.601, -0.605, -0.673, -0.649, -0.649, -0.510, -0.654, -0.583, -0.526, -0.580, -0.597, -0.580, 0.918, -0.149, 0.215, -0.089, -1.303, -0.593, -1.290, 0.301, 0.263, 0.068, 0.222, 0.266, 0.340, 0.300, 0.760, -0.231, 0.300, 0.265, 0.321, 0.271, -0.198, 0.405, 0.344, 0.279, 0.327, 0.269, 0.168, 0.015, 0.314, 0.184, 0.401, 0.072, 0.359, 0.357, 0.258, 0.302, 0.225, 0.253, 0.305, 0.390, 0.285, 0.442, 0.295]
}

No. 3
{
  "formula": "C5H36N2O13",
  "method": "wB97M-V/def2-TZVPD",
  "e_homo_ha": -0.345,
  "gap_ha": 0.342,
  "largest_force_ev_per_a": 5.929,
  "charge": 0,
  "relative_energy_kcal_mol": 103.1,
  "symbols": ["O", "O", "O", "O", "O", "O", "O", "O", "O", "O", "O", "O", "O", "N", "N", "C", "C", "C", "C", "C", "H", "H", "H", "H", "H", "H", "H", "H", "H", "H", "H", "H", "H", "H", "H", "H", "H", "H", "H", "H", "H", "H", "H", "H", "H", "H", "H", "H", "H", "H", "H", "H", "H", "H", "H", "H"],
  "xyz": [[-0.3800, 1.3557, 4.1013], [-1.8766, 3.9695, -2.9008], [0.5691, -1.6806, 2.3228], [3.0958, -3.2711, -0.1688], [1.6437, -0.0476, 4.1187], [0.3929, -0.3082, -0.1609], [-3.2403, 0.6882, -3.1768], [-0.7024, -3.8062, -2.4344], [0.5023, -3.2630, -0.0522], [2.1713, -2.0918, -2.6156], [-3.6924, 1.7975, -1.3935], [-1.6852, -1.3243, -1.8845], [3.4929, -1.5337, 1.8933], [2.2556, 1.3841, 0.5862], [-1.2656, 0.9407, 0.7592], [0.7000, 2.8892, -0.8917], [-1.8810, 2.1701, 1.2685], [-2.0979, -0.2446, 0.8597], [0.9553, 1.9568, 0.3294], [-0.0054, 0.7627, 0.3183], [-2.5516, -0.5616, -0.0808], [3.3981, -3.3489, 0.7550], [2.0888, -1.2129, -2.9896], [0.8905, -2.5127, -0.5304], [1.2464, -0.7209, 3.5231], [-2.9540, -0.1170, 1.5323], [-0.9330, -1.1041, -1.3302], [0.7844, 2.6321, 1.1895], [2.7733, -2.7289, -3.0351], [0.5149, 1.3550, 3.7084], [1.1274, -3.9336, -0.3551], [3.9325, -1.3091, 2.7241], [-0.4813, -3.6603, -1.4892], [-1.5730, -1.1672, 1.1278], [0.1911, -3.5808, -2.7299], [2.6552, 0.6679, -0.0089], [1.1933, 3.8459, -0.7307], [2.3368, -0.4824, 4.6311], [3.0248, 2.0506, 0.5694], [-2.6139, 3.3400, -2.7834], [0.9963, 2.4156, -1.8289], [-1.6590, 2.1103, 2.3397], [-1.3473, 3.0278, 0.8412], [-0.1136, 1.2197, 5.0248], [-1.4150, -2.1993, -2.2606], [3.2138, -2.3727, -0.4878], [0.2765, -1.2769, 1.4802], [-3.5726, 1.0202, -1.9441], [-4.1286, 2.4496, -1.9702], [-2.7243, -0.0931, -2.8423], [-2.8846, 2.2992, 0.8950], [-2.9766, 0.5165, -4.0908], [-1.1847, 3.3577, -2.5738], [1.1489, -2.3633, 1.9803], [-0.3838, 3.0394, -0.8702], [2.7518, -0.9452, 1.7317]],
  "mulliken_charge": [-0.647, -0.661, -0.829, -0.644, -0.661, -0.263, -0.650, -0.784, -0.815, -0.533, -0.648, -0.719, -0.597, -0.555, 0.948, -1.164, -1.268, -1.554, -0.318, 0.886, 0.394, 0.288, 0.282, 0.171, 0.491, 0.532, 0.189, 0.319, 0.281, 0.293, 0.417, 0.220, 0.498, 0.394, 0.316, 0.173, 0.317, 0.252, 0.245, 0.315, 0.438, 0.434, 0.321, 0.308, 0.463, 0.318, 0.152, 0.476, 0.270, 0.274, 0.303, 0.359, 0.344, 0.271, 0.002, 0.354]
}

No. 4
{
  "formula": "C5H36O13",
  "method": "wB97M-V/def2-TZVPD",
  "e_homo_ha": -0.364,
  "gap_ha": 0.367,
  "largest_force_ev_per_a": 5.665,
  "charge": 0,
  "relative_energy_kcal_mol": 76.9,
  "symbols": ["O", "O", "O", "O", "O", "O", "O", "O", "O", "O", "O", "O", "O", "C", "C", "C", "C", "C", "H", "H", "H", "H", "H", "H", "H", "H", "H", "H", "H", "H", "H", "H", "H", "H", "H", "H", "H", "H", "H", "H", "H", "H", "H", "H", "H", "H", "H", "H", "H", "H", "H", "H", "H", "H"],
  "xyz": [[0.9941, 0.6553, 1.7223], [1.0251, 0.7740, -2.6755], [-2.0532, 0.7676, 2.4009], [-2.8358, 1.4429, -0.2998], [-1.1346, 3.4490, 1.9368], [-0.3670, 0.9452, -0.1825], [-3.5291, -1.0158, 0.6579], [1.3730, 2.3296, 4.1372], [-1.6568, -2.6310, 2.9186], [1.0334, 3.6342, -0.0494], [3.8027, 1.2123, 1.9647], [-1.8497, 0.4523, -3.9640], [-1.9335, -0.4794, -1.5273], [2.0654, -3.4051, -1.8183], [1.0453, -2.4233, -1.3781], [2.0343, -0.1697, -2.5767], [1.8347, -0.9782, -1.3302], [0.4555, -2.5885, -0.0128], [1.2393, 2.2474, 3.1807], [1.3940, 4.1681, -0.7254], [0.9813, -2.4058, 0.9430], [0.7147, 1.2068, -1.9432], [-1.0211, 3.2569, 2.8897], [0.0649, -3.6118, 0.1327], [-1.5628, -1.6788, 3.4307], [1.9547, -0.6747, -3.5535], [1.9411, -4.3949, -1.2894], [1.1341, -0.3172, -0.7596], [-1.4924, 2.8199, 1.3504], [-2.2827, -1.1354, -2.2066], [-3.2599, -0.5964, -0.1339], [3.0873, -3.1840, -1.5328], [-1.2259, 1.0779, 0.2477], [-2.1015, -2.3657, 2.1621], [0.2138, 1.7489, 0.1398], [-2.5537, 0.0784, -4.4102], [1.9669, -3.5306, -2.8478], [3.0830, 1.4293, 1.4031], [-0.9598, -0.2328, -1.5877], [-0.2823, -1.9058, 0.1211], [-2.7247, 0.1741, 2.0898], [1.3581, 0.4110, 2.5548], [-1.1654, 0.4584, 1.9492], [1.6000, 0.2027, 0.9952], [-3.6040, 1.6353, 0.3123], [2.6994, -1.1974, -0.6930], [1.1716, 3.9502, 0.8812], [-1.0485, 0.0825, -4.3226], [2.9606, 0.1808, -2.6111], [3.8791, 0.3866, 2.3908], [-4.4131, -1.4325, 0.4981], [0.6621, 1.5428, 4.3838], [-2.9554, 1.8876, -1.1656], [0.2430, -2.2534, -2.1980]],
  "mulliken_charge": [-0.230, -0.526, -0.613, -0.532, -0.606, -0.132, -0.583, -0.659, -0.649, -0.535, -0.597, -0.535, -0.475, -1.533, 1.172, -1.137, 0.988, -1.331, 0.300, 0.237, 0.217, 0.318, 0.313, 0.417, 0.353, 0.374, 0.351, -1.353, 0.411, 0.183, 0.353, 0.363, -0.348, 0.275, 0.297, 0.265, 0.416, 0.338, 0.192, 0.226, 0.314, 0.290, 0.212, -0.014, 0.304, 0.875, 0.280, 0.296, 0.317, 0.288, 0.260, 0.353, 0.211, 0.028]
}